1.
DFT (ωB97M-V/def2-TZVPD) results for 15 unconnected molecules or ions with the total composition C9H44FN2O15 in a non-equilibrium geometry.

Gap between HOMO and LUMO in eV: 9.17
Charge: +1
HOMO in eV: -12.71

Cartesian coordinates (Å):
1 C 4.752 -1.289 -0.227
2 C 4.236 0.179 -0.624
3 C 5.039 0.795 -1.909
4 C 2.638 0.322 -0.779
5 C 2.091 1.134 0.530
6 C 1.854 -1.055 -1.033
7 O 0.705 -0.735 -1.923
8 N -0.397 -0.447 -1.213
9 C -0.854 0.931 -1.296
10 C -2.119 0.977 -0.414
11 N -2.317 -0.378 0.076
12 C -1.263 -1.255 -0.412
13 F -1.118 -2.631 -0.169
14 H 5.896 -1.198 -0.086
15 H 4.551 -2.062 -1.060
16 H 4.342 -1.674 0.782
17 H 4.535 0.871 0.257
18 H 5.934 1.378 -1.480
19 H 5.412 -0.013 -2.623
20 H 4.374 1.561 -2.446
21 H 2.432 1.023 -1.676
22 H 2.694 0.899 1.470
23 H 2.201 2.254 0.270
24 H 0.995 0.868 0.775
25 H 2.461 -1.845 -1.608
26 H 1.503 -1.442 0.001
27 H -0.317 1.719 -1.911
28 H -2.744 1.934 -0.253
29 H -3.113 -0.605 0.699
30 O -3.344 -0.778 3.259
31 H -2.578 -1.332 3.058
32 H -4.029 -1.411 3.512
33 O -1.653 1.179 4.519
34 H -0.876 1.362 3.971
35 H -2.155 0.530 4.001
36 O -3.099 3.340 3.076
37 H -4.041 3.547 3.120
38 H -2.983 2.639 3.734
39 O -5.197 2.434 4.889
40 H -6.141 2.639 4.934
41 H -5.080 1.735 5.544
42 O -1.982 0.555 -4.697
43 H -2.206 1.484 -4.835
44 H -1.492 0.554 -3.864
45 O 7.025 -2.764 -1.261
46 H 7.236 -3.160 -2.116
47 H 6.764 -3.515 -0.713
48 O 1.344 0.863 4.264
49 H 0.933 0.699 5.125
50 H 2.123 1.393 4.475
51 O -5.773 4.702 3.097
52 H -6.715 4.910 3.140
53 H -5.659 4.002 3.755
54 O -4.594 2.803 0.665
55 H -4.820 3.732 0.530
56 H -4.101 2.800 1.502
57 O 0.781 -2.031 5.097
58 H 1.236 -2.449 4.356
59 H 0.745 -1.097 4.852
60 O 4.903 1.699 -4.820
61 H 5.679 1.860 -5.372
62 H 4.385 1.061 -5.326
63 O -2.690 -2.225 -5.738
64 H -2.754 -1.427 -5.197
65 H -1.862 -2.112 -6.223
66 O -0.937 -4.141 -6.711
67 H -1.880 -3.937 -6.672
68 H -0.822 -4.835 -6.051
69 O -3.078 -5.088 -0.346
70 H -2.751 -5.879 0.101
71 H -2.347 -4.462 -0.276

Atomic partial charges in e from the Löwdin method, atoms 1 to 8: -0.112, -0.353, -0.077, -0.282, -0.073, -0.080, -0.054, -0.071

2.
DFT (ωB97M-V/def2-TZVPD) results for 2 unconnected molecules or ions with the total composition C5H3NO in a non-equilibrium geometry.

Gap between HOMO and LUMO in eV: 8.42
HOMO in eV: -9.94

Cartesian coordinates (Å):
1 N 2.953 -0.867 -0.164
2 C 2.039 -0.155 -0.028
3 C 0.867 0.548 0.003
4 C -0.061 1.340 0.460
5 O -1.227 1.551 0.664
6 C -1.790 -0.768 -0.241
7 C -0.717 -1.310 -0.382
8 H 0.914 2.096 0.406
9 H -2.814 -0.478 -0.181
10 H -0.071 -2.131 -0.600

Atomic partial charges in e from the Löwdin method, atoms 1 to 8: 0.176, -0.250, 0.013, -0.410, 0.066, 0.062, 0.008, 0.224

3.
DFT (ωB97M-V/def2-TZVPD) results for a molecular structure, C34H35BClEuF4N8O3S2 in a non-equilibrium geometry.

2S+1: 8
Gap between HOMO and LUMO (spin up / spin down) in eV: 4.35 / 6.64
Charge: -1
HOMO (spin up / spin down) in eV: -2.11 / -4.41

Cartesian coordinates (Å):
1 Eu 1.289 -0.085 -0.169
2 C -0.021 2.909 3.991
3 S 0.655 1.270 4.374
4 C 0.190 0.331 2.961
5 S 0.841 -1.250 2.813
6 N -0.728 0.821 2.178
7 N -0.871 0.171 0.997
8 C -2.059 0.001 0.468
9 C -2.134 -0.785 -0.713
10 C -3.369 -1.119 -1.313
11 C -3.386 -1.962 -2.396
12 C -2.169 -2.478 -2.883
13 C -1.000 -2.110 -2.243
14 N -0.952 -1.292 -1.189
15 H -0.206 3.417 4.937
16 H -0.941 2.774 3.432
17 H 0.706 3.465 3.402
18 H -2.968 0.358 0.948
19 H -4.284 -0.711 -0.902
20 H -4.327 -2.227 -2.862
21 H -2.141 -3.156 -3.725
22 H -0.041 -2.493 -2.578
23 N 1.358 2.232 0.606
24 C 1.690 3.321 0.423
25 N 2.073 4.554 0.217
26 C 2.963 4.890 -0.891
27 C 2.350 6.022 -1.709
28 C 2.039 7.216 -0.803
29 C 1.103 6.786 0.328
30 C 1.729 5.644 1.124
31 H 3.121 3.998 -1.495
32 H 3.928 5.211 -0.482
33 H 1.432 5.666 -2.182
34 H 3.044 6.312 -2.501
35 H 1.585 8.022 -1.381
36 H 2.972 7.600 -0.377
37 H 0.154 6.445 -0.093
38 H 0.895 7.622 1.000
39 H 1.045 5.273 1.883
40 H 2.644 5.994 1.617
41 F 4.647 1.748 0.774
42 B 4.156 0.670 0.090
43 F 3.224 -0.077 0.945
44 F 3.290 1.113 -0.976
45 F 5.102 -0.192 -0.397
46 Cl 0.085 0.609 -8.625
47 C 0.379 0.518 -6.916
48 C -0.181 1.469 -6.077
49 C 0.057 1.392 -4.715
50 C 0.844 0.372 -4.198
51 C 1.396 -0.574 -5.053
52 C 1.169 -0.506 -6.417
53 C 1.067 0.259 -2.720
54 O 1.759 -0.701 -2.285
55 O 0.523 1.098 -1.954
56 H -0.801 2.254 -6.488
57 H -0.371 2.115 -4.034
58 H 2.003 -1.362 -4.626
59 H 1.598 -1.239 -7.087
60 C -5.767 -1.768 4.694
61 C -4.580 -2.411 4.026
62 C -4.652 -3.702 3.521
63 C -3.564 -4.309 2.908
64 C -2.365 -3.612 2.798
65 N -1.196 -4.136 2.200
66 C -0.953 -5.419 1.838
67 O -1.700 -6.374 1.938
68 N 0.332 -5.630 1.299
69 C 1.225 -4.761 0.769
70 C 2.577 -5.205 0.528
71 C 3.473 -4.273 0.007
72 C 3.043 -2.972 -0.240
73 N 1.751 -2.560 -0.023
74 C 0.869 -3.449 0.435
75 C -2.284 -2.306 3.276
76 C -3.380 -1.720 3.881
77 H -6.487 -2.520 5.017
78 H -6.276 -1.087 4.008
79 H -5.458 -1.190 5.566
80 H -5.578 -4.259 3.605
81 H -3.641 -5.315 2.534
82 H -0.411 -3.490 2.201
83 H 0.558 -6.614 1.235
84 H 2.878 -6.216 0.769
85 H 4.503 -4.543 -0.176
86 H 3.729 -2.232 -0.633
87 H -0.147 -3.092 0.546
88 H -1.355 -1.754 3.169
89 H -3.299 -0.705 4.251

Atomic partial charges in e from the Löwdin method, atoms 1 to 8: 1.936, -0.420, 0.788, -1.218, 0.516, -0.127, -0.226, -0.144

4.
DFT (ωB97M-V/def2-TZVPD) results for C18H28N2OS in the gas phase.

Gap between HOMO and LUMO in eV: 9.27
HOMO in eV: -8.53

Cartesian coordinates (Å):
1 C 3.977 0.649 1.799
2 H 3.771 0.243 0.812
3 H 4.787 0.068 2.236
4 H 4.320 1.675 1.685
5 C 2.751 0.597 2.709
6 C 3.158 1.036 4.118
7 H 2.316 0.966 4.803
8 H 3.961 0.408 4.497
9 H 3.506 2.067 4.108
10 C 1.602 1.496 2.236
11 H 1.979 2.512 2.103
12 H 0.862 1.528 3.040
13 C 0.816 1.125 0.961
14 N 0.214 -0.201 1.049
15 C -1.077 -0.273 1.456
16 O -1.734 0.720 1.712
17 C -1.674 -1.660 1.583
18 H -2.668 -1.520 2.010
19 H -1.085 -2.269 2.270
20 C -1.814 -2.396 0.249
21 N -0.593 -3.073 -0.152
22 C -0.845 -3.992 -1.243
23 H -1.596 -4.716 -0.933
24 H -1.201 -3.484 -2.153
25 H 0.073 -4.528 -1.479
26 C 0.469 -2.145 -0.487
27 C 0.977 -1.390 0.748
28 H 0.963 -2.082 1.596
29 H 2.010 -1.091 0.578
30 H 0.150 -1.419 -1.256
31 H 1.298 -2.732 -0.893
32 H -2.160 -1.688 -0.524
33 H -2.580 -3.166 0.366
34 C 1.571 1.370 -0.347
35 H 1.794 0.455 -0.892
36 H 2.494 1.917 -0.170
37 S 0.644 2.463 -1.491
38 C -0.674 1.354 -1.973
39 C -0.440 0.414 -2.965
40 C -1.463 -0.430 -3.361
41 C -2.711 -0.334 -2.766
42 C -2.937 0.609 -1.775
43 C -1.920 1.461 -1.379
44 H -2.092 2.196 -0.609
45 H -3.906 0.683 -1.306
46 H -3.508 -0.994 -3.076
47 H -1.285 -1.161 -4.137
48 H 0.534 0.355 -3.428
49 H -0.048 1.803 0.968
50 H 2.396 -0.435 2.773

Atomic partial charges in e from the Löwdin method, atoms 1 to 8: -0.075, 0.057, 0.078, 0.086, -0.426, -0.081, 0.077, 0.075

| no. | calculated total energy (hartree) |
| --- | --- |
| 1 | -1706.8203 |
| 2 | -322.0790 |
| 3 | -4372.0789 |
| 4 | -1285.6349 |